{
  "formula": "C29H49CrGeN5OS",
  "method": "ωB97M-V/def2-TZVPD",
  "homo_lumo_gap_ha": [0.255, 0.276],
  "total_charge": 3,
  "multiplicity": 2,
  "elements": ["Cr", "O", "C", "N", "C", "C", "C", "C", "C", "C", "N", "C", "C", "C", "C", "C", "N", "H", "H", "H", "H", "H", "H", "H", "H", "H", "H", "C", "C", "C", "C", "N", "C", "S", "N", "C", "C", "C", "C", "H", "H", "H", "H", "H", "H", "H", "H", "H", "H", "H", "H", "H", "H", "H", "H", "H", "H", "H", "H", "C", "C", "C", "C", "Ge", "C", "C", "C", "C", "H", "H", "H", "H", "H", "H", "H", "H", "H", "H", "H", "H", "H", "H", "H", "H", "H", "H", "H"],
  "positions_angstrom": [[-0.8764, 0.4704, 1.0688], [-1.6634, -1.3597, 4.4517], [-1.4668, -1.1112, 3.3016], [-1.3002, 0.1989, 2.7990], [-1.5179, 1.2911, 3.7335], [-1.3962, 2.5575, 2.9500], [-1.6040, 3.8047, 3.5039], [-1.4696, 4.9270, 2.7032], [-1.1287, 4.7708, 1.3622], [-0.9436, 3.5048, 0.8669], [-1.0737, 2.3982, 1.6404], [-1.3242, -2.1096, 2.2012], [-1.5316, -3.4541, 2.3935], [-1.3657, -4.3032, 1.3031], [-0.9866, -3.7669, 0.0809], [-0.8019, -2.4012, -0.0337], [-0.9783, -1.5710, 1.0082], [-0.7828, 1.2499, 4.5443], [-2.5019, 1.2007, 4.2021], [-1.8706, 3.8912, 4.5487], [-1.6302, 5.9144, 3.1158], [-1.0162, 5.6233, 0.7080], [-0.6885, 3.3480, -0.1712], [-1.8129, -3.8149, 3.3741], [-1.5227, -5.3686, 1.4107], [-0.8296, -4.4007, -0.7806], [-0.4843, -1.9563, -0.9644], [-4.6611, 1.6369, -3.6057], [-5.0751, 0.3597, -4.3300], [-4.0262, -0.7506, -4.3566], [-3.7030, -1.3750, -3.0002], [-2.9467, -0.4907, -2.0891], [-1.6702, -0.1927, -2.2157], [-0.9836, 1.0139, -1.1190], [-0.9185, -0.7134, -3.1632], [0.4896, -0.3757, -3.4597], [0.6211, 0.8776, -4.3153], [-0.0307, 0.7535, -5.6922], [0.6001, -0.3161, -6.5763], [-5.3606, 2.4416, -3.8258], [-3.6695, 1.9734, -3.9225], [-4.6552, 1.5262, -2.5179], [-5.3096, 0.6051, -5.3665], [-6.0014, -0.0313, -3.9009], [-3.1122, -0.3795, -4.8339], [-4.3856, -1.5648, -4.9896], [-3.1314, -2.3019, -3.1076], [-4.6200, -1.6347, -2.4725], [-3.4574, 0.0106, -1.3793], [-1.3929, -1.2787, -3.8563], [0.8949, -1.2438, -3.9778], [1.0207, -0.2823, -2.5117], [1.6907, 1.0708, -4.4310], [0.2039, 1.7321, -3.7746], [0.0318, 1.7246, -6.1837], [-1.1036, 0.5592, -5.5760], [1.6855, -0.2084, -6.6107], [0.2332, -0.2401, -7.5981], [0.3771, -1.3309, -6.2361], [4.5248, 2.2320, 2.3626], [4.8321, 1.7107, 0.9675], [4.1232, 0.4062, 0.6329], [2.5772, 0.5203, 0.5420], [1.7610, 0.3712, 2.3010], [1.9349, -1.2422, 3.3449], [3.2678, -1.1544, 4.1309], [3.4428, -2.3705, 5.0454], [3.5743, -3.6845, 4.2864], [5.1224, 3.1112, 2.5992], [4.7445, 1.4824, 3.1295], [3.4804, 2.5472, 2.4647], [5.9050, 1.5346, 0.8757], [4.5840, 2.4673, 0.2187], [4.4093, -0.3662, 1.3531], [4.4624, 0.0367, -0.3367], [2.1865, -0.3085, -0.0551], [2.2732, 1.4508, 0.0582], [1.5256, 1.6334, 3.1326], [1.9123, -2.1245, 2.7039], [1.1143, -1.3064, 4.0638], [3.2858, -0.2409, 4.7325], [4.1146, -1.1036, 3.4415], [2.5999, -2.4148, 5.7406], [4.3319, -2.2013, 5.6544], [2.6200, -4.0256, 3.8788], [3.9379, -4.4734, 4.9421], [4.2861, -3.5950, 3.4622]]
}



{
  "formula": "C2HN2OS",
  "method": "ωB97M-V/def2-TZVPD",
  "homo_lumo_gap_ha": 0.222,
  "e_above_lowest_kj_mol": 95.7,
  "total_charge": -1,
  "multiplicity": 1,
  "elements": ["C", "C", "N", "N", "O", "S", "H"],
  "positions_angstrom": [[-1.3166, -0.1531, -0.5318], [1.7781, -0.6062, 0.7067], [-1.3420, -1.2706, -0.8321], [-1.0661, 1.0753, -0.2945], [1.8181, -1.0582, 1.7976], [2.0420, 0.2491, -0.5541], [-1.9136, 1.7637, -0.2917]]
}



{
  "formula": "C9H10NO2S2",
  "method": "ωB97M-V/def2-TZVPD",
  "homo_lumo_gap_ha": 0.354,
  "e_above_lowest_kj_mol": 148.3,
  "total_charge": 1,
  "smiles": "[NH3+][C@@]1(S)c2ccccc2OC(=O)[C@@H]1S",
  "multiplicity": 1,
  "elements": ["N", "C", "S", "C", "C", "C", "C", "C", "C", "O", "C", "O", "C", "S", "H", "H", "H", "H", "H", "H", "H", "H", "H", "H"],
  "positions_angstrom": [[0.9518, -2.2805, 0.2501], [0.7316, -0.8110, -0.0768], [1.2707, -0.8893, -1.9169], [-0.5841, -0.0792, -0.0480], [-1.8103, -0.7436, -0.1028], [-2.9876, 0.0006, -0.0841], [-2.8966, 1.3525, -0.0085], [-1.7034, 1.9984, 0.1316], [-0.5253, 1.3116, -0.0229], [0.6700, 1.9896, -0.0691], [1.8591, 1.4257, 0.0292], [2.8620, 2.0205, -0.1330], [1.7859, 0.0730, 0.6984], [3.3572, -0.8099, 0.9235], [0.4531, -2.7159, -0.4881], [0.5069, -2.5175, 1.1679], [1.9660, -2.2406, 0.3620], [0.1281, -0.2276, -2.4135], [-1.9611, -1.7434, -0.1337], [-3.9148, -0.4191, -0.1480], [-3.8249, 2.0627, 0.0241], [-1.7637, 3.0222, 0.2166], [1.2948, 0.1773, 1.6318], [4.1347, 0.0435, 0.2101]]
}



{
  "formula": "H3N2OP",
  "method": "ωB97M-V/def2-TZVPD",
  "homo_lumo_gap_ha": 0.330,
  "e_above_lowest_kj_mol": 230.6,
  "total_charge": 0,
  "smiles": "[H]/N=N\\[H].O=P",
  "multiplicity": 1,
  "elements": ["H", "N", "N", "H", "O", "P", "H"],
  "positions_angstrom": [[-0.8392, 0.9383, 1.0440], [-0.6183, -0.0408, 0.6084], [-0.6582, -0.9749, 1.3790], [-0.9390, -0.7239, 2.4150], [1.5881, -0.5181, -2.5784], [0.4637, 0.1956, -1.9834], [1.0029, 1.1239, -0.8846]]
}